A 8-piece molecular cluster, C12H42N2O10 overall, computed with ωB97M-V/def2-TZVPD.

Structure (XYZ):
```
66
Properties=species:S:1:pos:R:3:lowdin_charge:R:1
O -1.023 -2.349 5.332 -0.063
H 1.704 4.590 -4.834 0.074
O 3.125 0.955 2.103 -0.172
H -2.465 2.060 0.373 0.033
C 0.737 5.054 -5.023 -0.068
H -1.174 -1.061 -0.196 0.020
C -0.371 4.094 -4.674 -0.450
O 0.606 -1.976 -2.808 -0.071
H -2.390 -3.311 -0.542 0.111
H 3.406 -1.374 3.005 0.083
H -1.716 5.607 -5.213 0.063
H -1.158 -1.676 2.874 0.106
H 3.153 -1.871 -0.576 0.091
O -0.585 -0.300 -0.105 -0.049
N -1.649 4.799 -4.616 0.030
H 2.461 -2.739 2.453 0.065
H -1.308 0.505 3.732 0.024
H 0.693 5.375 -6.063 0.076
H 4.023 -2.380 1.664 0.083
H 0.619 1.088 -2.409 0.082
O -4.496 -4.596 0.347 -0.054
H -0.451 -2.427 6.098 0.083
O -0.714 1.052 3.211 -0.053
H 2.458 0.805 0.126 0.103
H -0.322 4.103 -2.544 0.135
O -2.246 -2.588 0.080 -0.097
H 0.267 -0.636 -0.417 0.009
C -0.548 -3.182 4.279 -0.236
H 1.392 -0.853 1.537 0.108
N 2.212 -1.735 -0.204 0.038
H 3.405 2.731 1.044 0.086
C -4.611 -3.177 0.297 -0.234
H 1.171 2.389 -1.310 0.087
H -0.729 -2.953 1.237 0.037
O -0.092 -3.191 1.922 -0.076
H 0.680 -2.933 -2.853 0.029
C -3.406 -2.518 0.927 -0.201
H -0.865 2.555 -3.239 0.126
H 1.933 2.649 2.046 0.092
O 1.165 2.891 -3.300 -0.186
C -0.302 -2.335 3.046 -0.247
H -0.397 3.356 -5.493 0.137
H -3.178 -3.000 1.883 0.122
C 2.376 -1.076 1.117 -0.426
H 1.188 -1.716 -2.078 -0.022
H -1.062 1.044 2.311 -0.003
C 2.990 2.357 1.982 -0.089
C -0.153 3.381 -3.356 -0.213
H 2.334 1.532 -2.301 0.086
H -3.600 -1.463 1.137 0.128
H -1.081 1.489 0.060 -0.019
C 3.132 -1.942 2.117 -0.044
H 3.496 2.815 2.831 0.086
H 0.700 5.952 -4.394 0.086
C 1.318 1.927 -2.301 -0.125
H 1.922 -2.694 0.001 0.087
H 4.025 0.154 0.400 0.138
H -4.669 -2.891 -0.759 0.128
C 3.037 0.263 0.891 -0.226
H -2.452 4.206 -4.765 0.068
H 0.588 -1.716 3.194 0.101
H -1.291 -3.961 4.082 0.116
H -5.532 -2.818 0.762 0.126
O -1.537 2.305 0.325 -0.071
H -5.117 -4.954 0.986 0.089
H 0.378 -3.694 4.558 0.124
```

Its charge is 0. As for the SMILES: COC[C@H](C)N.COC[C@H](C)N.OCCO.OCCO.O.O.O.O. The value obtained for the electronic energy is -36578.915 eV. The LUMO energy comes out at 0.25 eV. Its HOMO-LUMO gap is 9.12 eV.